(1)
The following is a DFT calculation (the ωB97M-V functional and the def2-TZVPD basis) of an isolated molecule of C17H17FN4O2.

Structure (XYZ):
```
41
Properties=species:S:1:pos:R:3
F 0.75510 2.87484 -1.61345
O 0.29990 1.02371 0.47014
O -1.53143 1.26001 2.55208
N 0.90774 -1.35226 -2.46098
N 0.28014 -2.52112 -2.73963
N 1.22782 -2.62525 -0.71334
N 2.23179 -0.44833 -0.69198
C 0.78658 -1.25948 3.90646
C 1.46901 -1.43422 -1.22779
C 1.70999 -1.30378 2.88555
C -2.44086 1.40136 3.61445
C 1.54291 -0.53716 1.73845
C -0.49742 0.36652 2.68556
C -0.05084 2.01976 -2.27736
C -1.67450 0.29852 -3.67282
C 0.03826 1.97685 -3.65723
C -0.93044 1.21259 -1.56391
C -0.30994 -0.42025 3.81159
C -0.99508 1.26941 -0.06029
C 0.42122 0.28549 1.61909
C -1.74063 0.34967 -2.29087
C 2.63429 -0.58806 0.69048
C -0.78323 1.10852 -4.35690
C 0.50396 -3.24084 -1.67263
H -0.72382 1.06604 -5.43346
H -3.14343 2.16939 3.29362
H -1.33507 2.26284 0.26201
H -1.01165 -0.37725 4.62847
H 0.90842 -0.59660 -3.12487
H -1.94162 1.72910 4.53162
H -2.42899 -0.29305 -1.76358
H 0.73933 2.62312 -4.16213
H -1.70780 0.52025 0.29241
H -2.98627 0.47167 3.80697
H 2.57345 -1.94552 2.96415
H 3.35667 0.20947 0.89365
H -2.30949 -0.38460 -4.21373
H 1.95954 0.49002 -0.95026
H 3.14137 -1.55213 0.77501
H 0.13907 -4.24126 -1.56253
H 0.91595 -1.86799 4.78798
```

Results
Strongest force on any atom   0.017 Eh/bohr
HOMO-LUMO gap   8.93 eV
Spin multiplicity   1
HOMO energy   -8.2 eV
Energy relative to the best compared isomer or geometry (same formula, charge and spin)   0.161 eV
SMILES   COc1cccc(CNc2ncn[nH]2)c1OCc1ccccc1F



(2)
The following is a DFT calculation (the ωB97M-V functional and the def2-TZVPD basis) of an isolated molecule of C17H17N3O in a non-equilibrium geometry.

Structure (XYZ):
```
38
Properties=species:S:1:pos:R:3
O -1.71866 4.42791 0.43159
N 0.15761 1.52613 -1.73687
N -0.98937 0.74103 2.25268
N -2.01445 2.71321 2.46530
C 1.03980 0.67107 -2.52639
C 0.02010 0.04726 0.19525
C 1.18877 -2.17960 1.68014
C -0.71775 -2.08873 3.11219
C 1.01504 -1.46705 -3.95557
C -0.87489 2.24655 0.37918
C -0.83894 3.70701 -1.60595
C -0.35404 -3.26585 3.75722
C -0.12560 2.76627 -2.29280
C 0.03283 -1.49178 2.08105
C -1.23030 1.92972 1.65951
C 1.56139 -3.37693 2.27708
C -0.34443 -0.19641 1.51530
C 0.20093 -0.42272 -3.17457
C 0.83456 -3.90920 3.33348
C -0.26148 1.25707 -0.42682
C -1.12940 3.53243 -0.18916
H -1.64951 -1.65027 3.43733
H -0.49478 0.09593 -3.82668
H 0.14122 2.92797 -3.31399
H 1.77642 0.27568 -1.86143
H 0.37058 -2.31828 -4.21001
H 1.39732 -1.06861 -4.91200
H 1.81316 -1.79726 -3.30459
H 1.55323 1.23476 -3.32590
H 2.47699 -3.88638 1.98529
H -1.09007 4.67000 -2.04382
H -2.12620 3.69405 2.13164
H 0.55965 -0.66894 -0.38965
H -1.88222 2.51887 3.46420
H 1.86604 -1.71172 0.99205
H -0.35145 -0.95425 -2.38644
H 1.14955 -4.83795 3.78673
H -0.96162 -3.69096 4.54542
```

Results
Strongest force on any atom   0.074 Eh/bohr
HOMO-LUMO gap   8.30 eV
Spin multiplicity   1
HOMO energy   -8.1 eV
Energy relative to the best compared isomer or geometry (same formula, charge and spin)   0.798 eV
SMILES   CCCn1ccc(=O)c2c(N)nc(-c3ccccc3)cc21



(3)
The following is a DFT calculation (the ωB97M-V functional and the def2-TZVPD basis) of an isolated molecule of C17H17N3O4 in a non-equilibrium geometry.

Structure (XYZ):
```
41
Properties=species:S:1:pos:R:3
O -1.13234 -1.26322 0.13146
O 0.71443 0.07187 2.53342
O -1.66918 -1.54774 -2.31950
O -1.22999 -3.45277 -3.20532
N -1.09683 -2.61894 -2.34142
N -0.12607 1.55468 1.07562
N 0.64431 -3.91530 -1.51910
C -1.00515 2.13257 0.14442
C 0.15376 3.90791 1.21623
C -0.21040 -2.22225 -0.04007
C 2.14296 2.40365 0.72096
C 1.52955 -4.29635 -0.62235
C -1.26624 -0.61436 1.38152
C -1.85090 1.53913 -0.77655
C -0.88136 3.52524 0.20112
C -2.52128 3.74598 -1.50934
C 1.60555 -3.65155 0.61794
C -0.12952 0.36480 1.70057
C -1.64022 4.33626 -0.61196
C 0.84729 2.57033 1.50844
C 2.43806 -5.42251 -0.98900
C -2.60949 2.36835 -1.59375
C -0.18722 -2.92557 -1.25806
C 0.73943 -2.62080 0.91158
H -2.21643 -0.07728 1.32026
H -1.54219 5.41017 -0.55776
H 2.20046 -5.76259 -1.99191
H 0.85352 4.64895 0.83179
H 3.47669 -5.09869 -0.95285
H 2.55925 1.41555 0.90065
H -3.26866 1.91422 -2.31702
H 1.04605 2.41522 2.57241
H -1.30911 -1.34632 2.19683
H -0.31938 4.31957 2.11130
H 1.95152 2.51954 -0.34410
H 2.86943 3.14839 1.03497
H 0.81159 -2.11057 1.85935
H 2.34388 -3.95833 1.34263
H 2.31701 -6.24776 -0.28961
H -1.91086 0.47421 -0.91686
H -3.12191 4.36632 -2.15693
```

Results
Strongest force on any atom   0.028 Eh/bohr
HOMO-LUMO gap   8.22 eV
Spin multiplicity   1
HOMO energy   -8.5 eV
Energy relative to the best compared isomer or geometry (same formula, charge and spin)   1.932 eV
SMILES   Cc1ccc(OCC(=O)N2c3ccccc3C[C@@H]2C)c([N+](=O)[O-])n1